A molecular structure, C6H22BClCoO6 in a non-equilibrium geometry, computed with ωB97M-V/def2-TZVPD.

Computed properties:
Gap between HOMO and LUMO (spin up / spin down) ... 5.9 / 5.8 eV
LUMO energy (spin up / spin down) ... -3.089 / -3.236 eV
Relative energy (zero: lowest compared OMol25 entry of this formula, charge and spin) ... 275.2 kJ/mol
2S+1 ... 4
⟨S²⟩ ... 3.76

Atoms and positions in Å:
Co1 2.82679 1.96164 1.80744
Cl1 1.08759 0.17546 1.10283
O1 -0.00294 1.39687 -1.84940
O2 -3.03941 -1.90271 -1.76827
O3 2.58922 -5.85710 0.54900
O4 0.88868 -2.95638 1.99254
O5 -3.33100 0.91378 -0.69602
O6 -2.16587 3.35714 -1.65285
C1 -2.57593 -0.18907 -0.11327
C2 0.25627 2.80616 -1.65008
C3 -2.03791 -1.21641 -1.08738
C4 1.73044 -3.61846 1.06613
C5 1.66136 -5.17807 1.35842
C6 -0.90100 3.57691 -2.34530
B1 1.56589 3.69602 1.86868
H1 0.69919 -5.62769 1.11314
H2 2.75820 -3.28148 1.20127
H3 0.40295 2.93358 -0.57754
H4 -3.33162 -2.66846 -1.26843
H5 0.28595 0.89212 -1.08562
H6 3.35248 -6.13508 1.06062
H7 1.19361 3.07522 -2.13701
H8 -1.74433 0.25178 0.43645
H9 -1.39940 -0.75892 -1.84310
H10 0.82222 4.47092 1.76511
H11 2.06442 3.51800 0.92845
H12 -0.52500 4.59916 -2.30358
H13 1.13797 2.79503 2.28017
H14 -2.71606 1.61421 -0.92590
H15 0.68709 -2.04341 1.77475
H16 1.35769 -3.54659 0.04437
H17 2.32002 4.00122 2.57748
H18 -1.46772 -1.91413 -0.47404
H19 -2.06609 3.62055 -0.73510
H20 1.81825 -5.37769 2.41844
H21 -0.90909 3.27464 -3.39252
H22 -3.29288 -0.65888 0.56004

Cartesian forces (eV/Å) of the 6 atoms listed first:
-3.629 0.116 -0.762
1.859 1.280 0.524
0.051 0.563 -0.353
-0.780 -0.506 -0.761
0.575 -0.242 -0.355
-0.287 -0.702 0.447

=====

6 unconnected molecules or ions with the total composition C6H22Cl2O5 in a non-equilibrium geometry, computed with ωB97M-V/def2-TZVPD.

Computed properties:
Gap between HOMO and LUMO ... 9.7 eV
LUMO energy ... 0.468 eV
SMILES ... ClCCl.CO.CO.CO.CO.CO

Atoms and positions in Å:
Cl1 0.43539 -1.20221 2.03376
Cl2 0.49333 -2.25889 -0.73814
O1 4.17801 -0.88050 0.36051
O2 -3.77609 -0.60793 -0.75419
O3 2.79319 0.48958 -1.43353
O4 0.24371 2.28091 -1.40178
O5 -3.96429 -1.18909 1.98231
C1 3.68196 -0.97412 1.72571
C2 -0.05208 -0.96145 0.33483
C3 0.44434 3.71203 -1.25735
C4 -3.86862 -1.92241 -1.27728
C5 3.49630 1.18574 -2.44412
C6 -3.15116 -0.83830 3.07747
H1 3.65437 -0.37827 -0.26812
H2 2.13176 1.09124 -1.08408
H3 3.05236 -0.13769 2.02918
H4 0.43266 -0.02834 0.04772
H5 -1.13668 -0.85842 0.30120
H6 -4.06152 -0.68732 0.15895
H7 -0.37195 4.02699 -0.60729
H8 -3.15334 -2.58936 -0.79597
H9 0.43995 4.25589 -2.20197
H10 3.64669 2.25954 -2.55570
H11 -3.68374 -0.25126 3.82569
H12 4.47771 0.71344 -2.48726
H13 -4.85472 -2.30974 -1.02099
H14 2.95804 0.90518 -3.34947
H15 4.50419 -1.09937 2.43023
H16 3.04720 -1.85474 1.82404
H17 -4.06557 -2.14331 1.95409
H18 -0.64710 2.12022 -1.72153
H19 -2.66921 -1.63596 3.64277
H20 -2.33458 -0.17517 2.79191
H21 -3.71253 -1.99410 -2.35366
H22 1.39195 3.93718 -0.76802

Cartesian forces (eV/Å) of the 6 atoms listed first:
-0.444 -0.214 -0.055
-0.176 0.179 0.236
0.938 -0.725 1.856
0.336 0.064 -0.887
-0.166 1.360 0.811
1.042 0.529 -0.071

=====

5 unconnected molecules or ions with the total composition C6H22ClNO8 in a non-equilibrium geometry, computed with ωB97M-V/def2-TZVPD.

Computed properties:
Gap between HOMO and LUMO ... 7.2 eV
LUMO energy ... -1.312 eV

Atoms and positions in Å:
Cl1 12.36472 12.53606 -7.08980
O1 11.43267 12.36348 -8.24326
O2 13.55427 11.80194 -7.35967
O3 9.12262 13.28178 -7.53113
O4 15.30154 16.19662 -11.38092
O5 12.26047 8.38584 -7.86002
O6 11.62078 12.09222 -5.93570
O7 11.50816 12.13351 -11.18878
O8 12.64396 13.93885 -6.98758
N1 12.77514 14.58163 -11.86120
C1 14.48934 13.72015 -10.27605
C2 13.51090 14.86695 -10.61762
C3 14.13345 16.22545 -10.57241
C4 13.32373 7.48535 -7.59276
C5 15.59199 17.41350 -12.01412
C6 11.67439 10.74066 -11.53090
H1 10.81985 10.18090 -11.15628
H2 16.08044 18.14616 -11.35418
H3 14.45848 16.49863 -9.56443
H4 9.01042 13.56572 -8.45225
H5 14.05317 12.74343 -10.48677
H6 14.66229 17.85776 -12.38360
H7 12.47208 13.60710 -11.79345
H8 11.87607 10.72671 -12.59603
H9 12.78087 14.72698 -9.81004
H10 13.18054 6.51944 -8.07279
H11 14.27985 7.93099 -7.87713
H12 12.56505 10.37575 -11.00866
H13 13.37596 16.91885 -10.95276
H14 8.89305 13.98206 -6.90158
H15 13.47078 14.54736 -12.60690
H16 16.30315 17.28278 -12.82936
H17 9.99390 12.81275 -7.35937
H18 15.43668 13.83608 -10.80222
H19 14.64813 13.69532 -9.19270
H20 13.41659 7.31691 -6.51365
H21 12.63960 9.24522 -8.06200
H22 11.28097 12.15779 -10.25489

Cartesian forces (eV/Å) of the 6 atoms listed first:
0.167 0.848 -0.439
-0.717 -0.095 0.220
-0.344 -0.363 0.346
-1.192 0.106 0.358
0.062 0.054 -0.585
-0.149 -0.184 -0.258

=====

A molecular structure, C6H22F3O9Y in a non-equilibrium geometry, computed with ωB97M-V/def2-TZVPD.

Computed properties:
Gap between HOMO and LUMO ... 7.1 eV
LUMO energy ... -0.502 eV
Relative energy (zero: lowest compared OMol25 entry of this formula, charge and spin) ... 145.2 kJ/mol

Atoms and positions in Å:
Y1 10.46316 -4.02576 -19.13325
F1 14.95806 -5.47949 -20.32222
F2 14.15418 -6.28119 -22.09851
F3 15.77829 -4.78109 -22.21700
O1 9.59062 -3.69021 -21.37695
O2 7.97977 -3.53705 -19.09777
O3 12.34249 -3.94519 -20.71702
O4 12.92545 -3.88876 -22.99156
O5 11.74091 -6.05992 -18.56198
O6 9.17056 -5.97332 -19.78973
O7 9.77025 -4.26351 -17.04712
O8 12.47424 -3.17413 -17.84561
O9 10.15905 -1.67317 -19.05444
C1 13.45739 -4.05714 -21.62251
C2 14.63121 -5.16381 -21.58460
C3 9.82526 -0.44599 -19.67657
C4 11.71588 -4.27731 -24.98238
C5 8.37186 -0.08718 -20.02225
C6 12.16209 -4.95739 -23.66904
H1 8.48760 -5.80445 -20.43879
H2 12.78375 -5.84245 -23.80430
H3 12.10530 -6.84589 -18.96904
H4 10.79604 -3.74432 -24.74173
H5 12.35635 -5.84539 -17.86095
H6 12.56463 -2.22121 -17.84717
H7 11.57400 -5.06244 -25.72504
H8 10.33856 0.34417 -19.12859
H9 7.12389 -3.92442 -18.91431
H10 7.91143 -2.63923 -18.77298
H11 11.32759 -5.29023 -23.05186
H12 9.92334 -2.98775 -21.93559
H13 8.32984 0.82747 -20.61364
H14 10.40546 -0.48765 -20.59838
H15 7.72809 0.12632 -19.16898
H16 9.71312 -4.78462 -16.22268
H17 12.34432 -3.47210 -25.36290
H18 13.98887 -3.11412 -21.49473
H19 8.69480 -3.83512 -21.68150
H20 13.33765 -3.49666 -17.58728
H21 7.93473 -0.88497 -20.62272
H22 8.79186 -6.63333 -19.20904

Cartesian forces (eV/Å) of the 6 atoms listed first:
0.935 2.584 0.962
0.426 0.322 0.438
0.357 -1.247 -0.940
-1.252 -0.361 0.355
-0.335 -0.438 -0.349
-0.549 -0.175 -0.681

=====

4 unconnected molecules or ions with the total composition C6H22N2O3 in a non-equilibrium geometry, computed with ωB97M-V/def2-TZVPD.

Computed properties:
Gap between HOMO and LUMO (spin up / spin down) ... 11.1 / 5.5 eV
LUMO energy (spin up / spin down) ... -2.904 / -8.175 eV
Relative energy (zero: lowest compared OMol25 entry of this formula, charge and spin) ... 34.7 kJ/mol
2S+1 ... 2
⟨S²⟩ ... 0.76
Charge ... +1

Atoms and positions in Å:
O1 -3.54924 -0.12357 0.47600
O2 -2.67302 0.92799 -1.84282
O3 2.45341 -1.54318 2.18199
N1 0.18438 -2.09225 0.31850
N2 0.94407 0.80293 -1.04392
C1 0.72613 -2.67697 -0.95328
C2 0.28726 0.39770 0.21512
C3 2.38524 0.49216 -1.02554
C4 0.28271 2.67576 1.31292
C5 -0.61149 -0.86459 0.08276
C6 -0.59792 1.59244 0.69729
H1 2.90300 1.19627 -0.35168
H2 1.88677 -1.41087 2.96016
H3 -1.17976 1.99385 -0.14032
H4 1.78126 -1.69737 1.46887
H5 1.40560 -3.48420 -0.64186
H6 0.88072 2.29920 2.14428
H7 1.40151 -1.91153 -1.45986
H8 2.61160 -0.51051 -0.73380
H9 1.03243 0.19037 0.96744
H10 0.50823 0.37348 -1.84321
H11 -2.91928 1.90154 -1.87929
H12 -1.70479 0.88851 -1.56525
H13 2.81233 0.61732 -2.02027
H14 -1.41448 -0.83536 0.83192
H15 -0.30633 3.50023 1.60836
H16 1.02438 3.03380 0.58319
H17 -0.35600 -2.76367 0.77593
H18 -4.39407 -0.47195 0.31924
H19 -0.02869 -3.10281 -1.63658
H20 -1.32643 1.23691 1.46738
H21 -3.27949 0.27015 -0.33940
H22 -1.17005 -0.90176 -0.93427

Cartesian forces (eV/Å) of the 6 atoms listed first:
1.482 0.085 1.675
1.513 1.527 0.170
-1.107 0.228 -0.569
0.552 2.205 -2.918
1.239 -3.516 2.401
1.178 0.350 0.713

=====

7 unconnected molecules or ions with the total composition C6H22N2O6 in a non-equilibrium geometry, computed with ωB97M-V/def2-TZVPD.

Computed properties:
Gap between HOMO and LUMO ... 9.5 eV
LUMO energy ... 0.496 eV
SMILES ... CCCc1c[nH]cn1.O.O.O.O.O.O
Relative energy (zero: lowest compared OMol25 entry of this formula, charge and spin) ... 64.5 kJ/mol

Atoms and positions in Å:
O1 -2.76924 0.48232 -2.45406
O2 -0.01978 -3.65376 0.07492
O3 0.22367 3.11844 -2.27955
O4 -1.17632 -1.70049 -1.87524
O5 -2.48419 3.12322 -1.60785
O6 1.78850 -2.77629 2.89239
N1 0.34643 -0.19892 2.34932
N2 -0.85677 1.43254 3.16400
C1 0.77514 0.53710 0.00750
C2 0.31651 0.82261 1.41145
C3 1.84197 -0.55233 -0.14420
C4 2.10064 -0.90526 -1.62055
C5 -0.46853 1.82346 1.90075
C6 -0.33416 0.20741 3.37646
H1 -2.00020 -0.11829 -2.46943
H2 1.76673 -1.93299 2.42246
H3 0.62325 -4.33871 0.24981
H4 1.10335 1.42416 -0.51573
H5 2.75385 -0.16799 0.31497
H6 1.23709 -0.81977 -2.28635
H7 -3.14522 0.38986 -3.34010
H8 -0.60012 2.85347 1.61669
H9 -2.68275 2.67399 -0.77625
H10 -0.18289 -3.09363 0.84151
H11 -0.16156 0.22642 -0.44484
H12 -2.74383 2.45265 -2.27338
H13 2.38710 -1.96067 -1.68708
H14 -1.40381 2.04399 3.74487
H15 -0.43370 -0.25897 4.34484
H16 -0.78888 -2.57023 -2.06782
H17 1.58670 -1.43628 0.42157
H18 0.50571 3.99095 -1.98511
H19 -0.75157 -1.43025 -1.05438
H20 -0.73023 3.12638 -2.05396
H21 2.87644 -0.25078 -1.98031
H22 1.50062 -2.56335 3.78269

Cartesian forces (eV/Å) of the 6 atoms listed first:
0.007 0.060 -0.595
-0.608 0.374 -0.868
-0.208 0.225 0.204
0.140 -0.284 -0.200
-0.322 -0.145 -0.207
0.200 -0.337 -0.156

=====

- Which formula does entry 1 have?
  C6H22BClCoO6